No. 1
Density functional theory data (ωB97M-V with the def2-TZVPD basis set) for a gas-phase ion, CH2NO2S (charge -1) in a non-equilibrium geometry.

The geometry in XYZ format:
```
7
Properties=species:S:1:pos:R:3:lowdin_charge:R:1
N 0.8115 1.1002 -0.1606 -0.012
O 0.2918 0.2294 0.8395 -0.211
C -0.3790 -0.7882 0.2620 -1.147
O -0.4620 -0.7881 -1.0344 -0.202
S -0.9930 -2.0170 1.1691 0.450
H 0.1749 1.8176 -0.0035 0.021
H 0.5558 0.4460 -1.0721 0.102
```

Properties
gap between HOMO and LUMO: 0.2689 Eh
HOMO: -3.351 eV
LUMO level: 4.0 eV
total charge: -1
structure (SMILES): NOC([O-])=S

---

No. 2
Density functional theory data (ωB97M-V with the def2-TZVPD basis set) for a gas-phase ion, CH2NO2S (charge -1) in a non-equilibrium geometry.

The geometry in XYZ format:
```
7
Properties=species:S:1:pos:R:3:lowdin_charge:R:1
O -1.1852 0.9205 0.7483 -0.116
C -0.7831 0.3137 -0.2478 -1.063
S -1.3167 0.3856 -1.9631 0.224
N 0.3855 -0.4282 -0.2194 -0.109
O 1.2275 -0.4592 0.9891 -0.133
H 0.8695 -0.8296 -1.0381 0.094
H 0.8025 0.0971 1.7310 0.102
```

Properties
gap between HOMO and LUMO: 0.2692 Eh
HOMO: -3.251 eV
LUMO level: 4.1 eV
total charge: -1
structure (SMILES): [O-]C(=S)NO

---

No. 3
Density functional theory data (ωB97M-V with the def2-TZVPD basis set) for a molecular structure, CH2NO2S in a non-equilibrium geometry.

The geometry in XYZ format:
```
7
Properties=species:S:1:pos:R:3:lowdin_charge:R:1
C -1.4551 -0.8702 -0.0895 -0.735
N -0.6438 0.1091 0.0836 -0.082
O -1.3491 -2.0609 -0.0238 -0.015
O 0.8638 0.1225 -0.0719 -0.093
S -3.3248 0.4991 0.1080 -0.207
H -0.8551 1.0452 -0.3611 0.088
H 1.2299 -0.7213 0.1783 0.045
```

Properties
gap between HOMO and LUMO: 0.2475 Eh
HOMO: -3.007 eV
LUMO level: 3.7 eV
total charge: -1

---

No. 4
Density functional theory data (ωB97M-V with the def2-TZVPD basis set) for a molecular structure, CH2NO2S3 in a non-equilibrium geometry.

The geometry in XYZ format:
```
9
Properties=species:S:1:pos:R:3:lowdin_charge:R:1
C -1.4945 0.8809 0.0448 -1.412
N -0.5685 1.7177 -0.1689 -0.346
O 1.3451 3.0032 0.4082 -0.498
O 2.0800 0.2289 -0.5660 -0.371
S -2.8623 0.7389 -0.8502 0.463
S -1.4225 -0.2997 1.4527 0.564
S 0.8038 1.6727 0.6560 0.900
H -2.7827 -0.5075 1.3611 -0.158
H 1.8333 0.5471 -1.3638 -0.142
```

Properties
gap between HOMO and LUMO: 0.2757 Eh
HOMO: -4.613 eV
LUMO level: 2.9 eV
total charge: -1

---

No. 5
Density functional theory data (ωB97M-V with the def2-TZVPD basis set) for 2 unconnected molecules or ions with the total composition CH2NO3S in a non-equilibrium geometry.

The geometry in XYZ format:
```
8
Properties=species:S:1:pos:R:3:lowdin_charge:R:1
C 1.6755 -0.1654 0.3557 -0.736
N -1.9472 -0.3215 -1.0406 -0.361
O 1.2523 0.2149 -0.7241 -0.136
O 1.0578 -0.7276 1.2404 -0.187
O -1.2799 0.9896 1.0381 -0.517
S -1.1296 -0.2559 0.2898 0.837
H 2.8416 -0.1204 0.4447 0.107
H -2.4705 0.3864 -1.6041 -0.008
```

Properties
gap between HOMO and LUMO: 0.3018 Eh
HOMO: -4.325 eV
LUMO level: 3.9 eV
total charge: -1

---

No. 6
Density functional theory data (ωB97M-V with the def2-TZVPD basis set) for a molecular structure, CH2NOS3 in a non-equilibrium geometry.

The geometry in XYZ format:
```
8
Properties=species:S:1:pos:R:3:lowdin_charge:R:1
C -1.8909 -0.1618 -0.2650 -1.536
N 1.8097 0.4529 0.4411 -0.480
O -2.7438 -0.2624 0.5764 -0.133
S -1.1685 1.2338 -0.9679 0.454
S -0.9877 -1.3855 -1.1212 0.428
S 2.5541 -0.9827 0.0242 0.403
H 1.4916 0.3910 1.3622 -0.032
H 0.9355 0.7147 -0.0499 -0.104
```

Properties
gap between HOMO and LUMO (spin up / spin down): 0.2534 / 0.2240 Eh
HOMO (spin up / spin down): -4.224 / -3.807 eV
LUMO level (spin up / spin down): 2.7 / 2.3 eV
total charge: -1

---

No. 7
Density functional theory data (ωB97M-V with the def2-TZVPD basis set) for a single CH2NP molecule in a non-equilibrium geometry.

The geometry in XYZ format:
```
5
Properties=species:S:1:pos:R:3:lowdin_charge:R:1
C 0.3055 0.0108 -0.0209 -0.600
N -0.6216 -1.0713 0.0173 -0.316
P -1.5697 0.4126 -0.0387 0.835
H 0.9868 0.3670 0.8927 0.080
H 0.8989 0.2808 -0.8504 0.002
```

Properties
gap between HOMO and LUMO: 0.3033 Eh
HOMO: -9.368 eV
LUMO level: -1.1 eV
total charge: 0
structure (SMILES): C1N=P1

---

No. 8
Density functional theory data (ωB97M-V with the def2-TZVPD basis set) for a molecular structure, CH2NdO3 in a non-equilibrium geometry.

The geometry in XYZ format:
```
7
Properties=species:S:1:pos:R:3:lowdin_spin:R:1
H -1.0829 1.6895 -0.1103 0.000
O -0.5037 -1.1989 -0.3649 0.001
C -0.4697 0.0058 0.1358 0.000
O -1.5216 0.7450 -0.0328 -0.001
O 0.6090 0.6292 0.0961 -0.011
Nd 3.0997 -0.0154 0.0336 4.011
H -0.1308 -1.8553 0.2425 0.000
```

Properties
gap between HOMO and LUMO (spin up / spin down): 0.2592 / 0.3756 Eh
expectation value of S²: 6.004
HOMO (spin up / spin down): -17.019 / -20.128 eV
LUMO level (spin up / spin down): -10.0 / -9.9 eV
total charge: +2
2S+1: 5

---

Computed values of E_tot (unit: Ha) for the preceding records, in sequence: -642.7287 -642.7366 -642.6668 -1439.0950 -717.9880 -1363.8820 -435.3013 -825.6379.